Formula: C3H4NO2S2
Source: the OMol25 dataset
Level of theory: ωB97M-V/def2-TZVPD

orbital gap	6.3	eV
net charge	-1
relative energy (zero: lowest compared OMol25 entry of this formula, charge and spin)	187.27	kJ/mol
lowest unoccupied orbital energy	3.53	eV

```
12
C3H4NO2S2 (ωB97M-V/def2-TZVPD)
C -0.0579 -0.0051 2.6109
C 0.2142 0.1797 0.1113
C -0.7362 -0.7103 -0.8087
N 1.3291 0.7940 -0.6416
O -1.2168 -0.1227 2.4771
O 1.0462 0.0367 2.9474
S 0.0448 1.9666 -0.1872
S -1.0079 -0.2858 -2.5942
H -1.6773 -0.6987 -0.3453
H -0.5183 -1.8120 -0.7626
H 2.2125 0.8440 -0.0739
H 0.3677 -0.1866 -2.7333
```